{
  "formula": "C25H32As2ClO12PPtS2",
  "method": "wB97M-V/def2-TZVPD",
  "symbols": ["Pt", "C", "C", "O", "P", "S", "S", "O", "C", "C", "H", "H", "H", "H", "H", "H", "H", "H", "H", "H", "Cl", "C", "C", "C", "C", "O", "C", "C", "O", "C", "H", "H", "H", "H", "C", "O", "C", "O", "C", "C", "As", "C", "C", "C", "As", "C", "C", "O", "O", "C", "C", "O", "O", "C", "C", "O", "O", "C", "H", "H", "H", "H", "H", "H", "H", "H", "H", "H", "H", "H", "H", "H", "H", "H", "H", "H"],
  "xyz": [[0.53229, -0.10033, 0.15769], [5.68129, -0.74459, 2.94162], [4.82859, 0.48889, 3.13569], [3.46291, 0.09944, 3.33997], [2.36500, 0.46717, 2.22947], [0.64240, -0.40063, 2.63423], [2.99320, 0.10523, 0.37675], [2.29756, 2.05940, 2.49724], [1.49783, 2.88761, 1.64346], [1.70459, 4.32274, 2.06859], [6.73031, -0.46616, 2.81989], [5.35618, -1.28246, 2.05125], [5.59374, -1.40781, 3.80287], [4.90547, 1.15261, 2.27191], [5.12901, 1.05158, 4.02153], [0.45047, 2.58483, 1.72967], [1.80639, 2.72605, 0.60759], [1.33416, 4.48811, 3.08073], [1.16865, 4.99348, 1.39400], [2.76427, 4.58127, 2.04211], [-7.40270, -1.38173, 0.05961], [-5.65237, -1.34729, 0.13828], [-4.93888, -2.54001, 0.32914], [-3.57383, -2.51895, 0.35768], [-2.79548, -1.31391, 0.19901], [-1.53494, -1.42433, 0.16885], [-3.56696, -0.10815, 0.04287], [-3.03235, 1.23653, -0.11582], [-1.88003, 1.62290, -0.06098], [-4.97214, -0.17095, 0.00152], [-5.47841, -3.47274, 0.44270], [-3.00895, -3.43344, 0.49295], [-3.83180, 1.97838, -0.33652], [-5.52574, 0.74945, -0.15209], [-0.16681, 3.87813, -1.27790], [-0.31763, 2.56059, -1.80799], [-1.50088, 2.27008, -2.35897], [-2.35142, 3.09419, -2.59092], [-1.58955, 0.81232, -2.69298], [-2.71366, 0.33981, -3.23106], [-2.95674, -1.32838, -4.22266], [-4.51510, -1.94360, -3.20008], [-1.59545, -2.45258, -3.36714], [-0.57585, -2.05790, -2.60946], [-0.02037, -0.22499, -2.16454], [1.15108, 0.08168, -3.69015], [0.43417, -2.95762, -1.95616], [1.61677, -2.83950, -2.17013], [-0.09295, -3.77508, -1.05601], [0.85756, -4.35277, -0.15404], [-1.77035, -3.85218, -3.85445], [-2.75969, -4.21399, -4.45134], [-0.71753, -4.65050, -3.65396], [-0.86071, -5.98601, -4.13910], [-3.96748, 1.14926, -3.35524], [-4.49799, 1.39672, -4.41109], [-4.50280, 1.41275, -2.16208], [-5.69583, 2.19790, -2.17576], [0.90264, 4.03777, -1.17246], [-0.65320, 3.91512, -0.30273], [-0.61002, 4.61368, -1.94553], [-5.32632, -1.23609, -3.37190], [-4.28869, -1.99650, -2.13602], [-4.80165, -2.92137, -3.57714], [0.64840, -0.18002, -4.61976], [2.03990, -0.53078, -3.55252], [1.42495, 1.13595, -3.69363], [0.27287, -4.94252, 0.54561], [1.38835, -3.55734, 0.36878], [1.56762, -4.97985, -0.69263], [0.10860, -6.45391, -3.99543], [-1.13656, -5.98233, -5.19204], [-1.62688, -6.51291, -3.57150], [-5.77311, 2.63630, -1.18426], [-6.55832, 1.56012, -2.37086], [-5.63251, 2.97358, -2.93520]],
  "e_homo_ha": [-0.1212, -0.1721],
  "s_squared": 0.75,
  "de_lowest_kcal_mol": 8.15,
  "charge": -1,
  "spin_multiplicity": 2,
  "homo_lumo_gap_ha": [0.2073, 0.2587]
}

{
  "formula": "C3H7NO2",
  "method": "wB97M-V/def2-TZVPD",
  "symbols": ["C", "N", "C", "O", "C", "O", "H", "H", "H", "H", "H", "H", "H"],
  "xyz": [[2.02913, 0.20964, -0.21098], [0.62055, -0.08137, -0.35146], [-0.24746, 0.02347, 0.68597], [0.05740, 0.39710, 1.80738], [-1.67290, -0.39768, 0.33182], [-2.04227, -0.05329, -0.98967], [2.37290, 0.86410, -1.01791], [2.16150, 0.71506, 0.74724], [2.63435, -0.70459, -0.21193], [0.24921, -0.41236, -1.22931], [-2.34511, 0.01852, 1.09043], [-1.73633, -1.48959, 0.38447], [-2.08096, 0.91100, -1.03606]],
  "e_homo_ha": -0.3543,
  "de_lowest_kcal_mol": 18.91,
  "smiles": "CNC(=O)CO",
  "homo_lumo_gap_ha": 0.3811
}

{
  "formula": "C17H30ClNO3",
  "method": "wB97M-V/def2-TZVPD",
  "symbols": ["C", "C", "C", "C", "C", "C", "C", "C", "C", "O", "C", "O", "O", "C", "C", "C", "C", "N", "C", "Cl", "C", "C", "H", "H", "H", "H", "H", "H", "H", "H", "H", "H", "H", "H", "H", "H", "H", "H", "H", "H", "H", "H", "H", "H", "H", "H", "H", "H", "H", "H", "H", "H"],
  "xyz": [[-4.04451, 0.86018, 0.80997], [-3.26433, 0.15055, -0.06521], [-2.57436, -1.11625, 0.37279], [-1.03778, -1.10340, 0.13919], [-0.43541, -0.71739, 1.51023], [1.07260, -0.47363, 1.59938], [1.49312, -0.68625, 3.07518], [2.90104, -0.13530, 3.39142], [3.82760, -0.01141, 2.17437], [-0.69606, -2.49273, -0.01221], [0.40048, -2.61378, -0.79676], [1.03123, -3.63318, -0.99148], [0.67784, -1.39629, -1.31731], [-0.43839, -0.47539, -1.14900], [0.16375, 0.92706, -1.08851], [-0.65961, 1.98253, -0.34545], [0.13944, 3.26600, -0.10315], [0.88397, 3.14094, 1.15894], [-1.19715, -0.59962, -2.49887], [-2.23586, -2.05645, -2.64730], [-0.24349, -0.55871, -3.72116], [0.18358, -1.90991, -4.29741], [-4.93704, 0.39487, 1.21670], [-3.81502, 1.87981, 1.10144], [-3.14873, 0.51235, -1.07923], [-2.74974, -1.24066, 1.43221], [-3.00185, -1.97013, -0.15229], [-0.94588, 0.14613, 1.93526], [-0.68138, -1.55093, 2.16497], [1.29939, 0.56487, 1.38263], [1.66549, -1.16407, 1.01221], [0.75245, -0.19244, 3.70075], [1.51008, -1.76373, 3.23126], [3.40767, -0.75671, 4.12467], [2.79184, 0.87015, 3.79580], [3.86783, -0.93088, 1.59756], [3.52264, 0.80772, 1.52936], [4.83015, 0.23526, 2.51898], [1.13855, 0.84842, -0.61657], [0.34948, 1.33078, -2.07829], [-1.49429, 2.25222, -0.99434], [-1.09064, 1.63387, 0.58684], [0.83798, 3.38597, -0.92975], [-0.55847, 4.10372, -0.06994], [1.09264, 4.05544, 1.53190], [0.31908, 2.65306, 1.83993], [-1.85824, 0.25607, -2.58927], [0.66712, -0.02485, -3.47436], [-0.74315, -0.00745, -4.51471], [-0.58742, -2.40637, -4.87269], [1.00471, -1.71082, -4.98802], [0.60704, -2.55924, -3.54067]],
  "e_homo_ha": -0.3063,
  "smiles": "C=CC[C@@]1(CCCCC)OC(=O)O[C@@]1(CCCN)[C@H](Cl)CC",
  "homo_lumo_gap_ha": 0.3110
}

{
  "formula": "C5H7NS",
  "method": "wB97M-V/def2-TZVPD",
  "symbols": ["H", "N", "C", "C", "C", "C", "C", "S", "H", "H", "H", "H", "H", "H"],
  "xyz": [[-1.59213, -3.21793, -2.59343], [-1.31077, -2.21092, -2.31969], [-0.79215, -1.79122, -1.27704], [-0.67234, -0.39509, -1.07922], [-0.04615, 0.00957, 0.06052], [0.33675, 1.44227, 0.28599], [0.34145, -1.05732, 1.01613], [-0.02114, -2.59107, 0.06246], [-1.02475, 0.32964, -1.84082], [0.01294, 1.86157, 1.17769], [0.19617, 2.01219, -0.55861], [1.33742, 1.50718, 0.45315], [1.33527, -0.94870, 1.38349], [-0.13865, -1.22678, 2.01897]],
  "e_homo_ha": -0.3248,
  "de_lowest_kcal_mol": 29.29,
  "smiles": "[H]/N=C1/C=C(C)CS1",
  "homo_lumo_gap_ha": 0.3526
}

{
  "formula": "C5H8NO",
  "method": "wB97M-V/def2-TZVPD",
  "symbols": ["C", "C", "C", "C", "C", "N", "O", "H", "H", "H", "H", "H", "H", "H", "H"],
  "xyz": [[1.17458, -0.41109, 0.75139], [3.14088, 0.12178, -0.55131], [0.16473, -1.11684, 0.28119], [-1.83441, 0.88200, 0.26102], [-2.00001, -0.43898, -0.44839], [2.10269, 0.30737, 0.11614], [-0.92527, -1.40102, -0.17050], [1.29542, -0.43008, 1.83833], [3.65649, 0.99849, -0.92151], [3.55733, -0.85800, -0.78695], [-1.81544, 0.74055, 1.33954], [-0.92808, 1.39817, -0.04855], [-2.68483, 1.51511, 0.02176], [-1.99784, -0.33590, -1.53759], [-2.90626, -0.97156, -0.14458]],
  "e_homo_ha": -0.5105,
  "de_lowest_kcal_mol": 78.05,
  "charge": 1,
  "homo_lumo_gap_ha": 0.3257
}